1.
{"formula": "C17H21F3N2O5", "method": "ωB97M-V/def2-TZVPD", "smiles": "CCOC(=O)[C@](NC(=O)c1ccc(OC)cc1)(N1CCOCC1)C(F)(F)F", "relative_energy_ev": 0.000, "spin_multiplicity": 1, "largest_force_ev_per_a": 0.7, "homo_ev": -8.923, "symbols": ["H", "C", "C", "H", "O", "C", "H", "N", "C", "H", "C", "H", "H", "N", "O", "C", "C", "H", "H", "C", "O", "H", "C", "C", "C", "H", "H", "C", "H", "C", "H", "F", "H", "F", "O", "C", "O", "C", "H", "H", "H", "H", "H", "H", "C", "H", "C", "F"], "positions_angstrom": [[0.423, 0.717, 3.131], [-1.577, 0.026, -0.171], [-1.371, 1.591, -4.679], [-3.720, -3.255, -2.597], [0.851, 1.198, -0.714], [0.710, 0.708, 0.390], [-3.039, -3.557, -0.969], [-1.668, -1.278, -0.798], [4.093, 0.863, 1.977], [4.115, -0.028, 5.896], [-1.490, 1.297, -1.083], [-2.042, 2.837, -3.027], [-3.742, -1.222, -1.153], [-0.449, 0.069, 0.728], [-1.726, -3.496, -2.556], [-2.824, -1.524, -1.652], [-0.597, -3.217, -1.766], [-0.517, -0.452, 1.589], [3.312, 0.851, -0.012], [-1.260, 2.107, -3.258], [4.850, 0.887, 4.183], [5.607, 0.934, 6.033], [3.086, 0.821, 1.042], [-0.462, -1.719, -1.492], [2.457, 0.780, 3.743], [-2.737, -0.986, -2.607], [-0.598, 0.852, -4.872], [1.750, 0.733, 1.438], [-0.285, 2.567, -3.069], [4.621, 0.887, 5.574], [-0.671, -3.754, -0.807], [-2.587, 1.100, 1.713], [-2.343, 1.130, -4.840], [-3.894, 0.702, 0.061], [-1.394, 0.994, -2.362], [3.791, 0.840, 3.343], [-1.644, 2.396, -0.626], [-2.893, -3.029, -1.924], [5.128, 0.922, 1.684], [2.191, 0.785, 4.788], [-0.329, -1.182, -2.440], [0.267, -3.582, -2.323], [4.036, 1.758, 5.884], [-1.253, 2.417, -5.374], [1.450, 0.724, 2.797], [0.409, -1.547, -0.861], [-2.828, 0.241, 0.721], [-3.209, -0.902, 1.315]], "forces_ev_per_a": [[-0.106, -0.001, 0.042], [0.183, 0.051, -0.086], [0.026, -0.040, 0.458], [-0.005, 0.018, 0.083], [0.458, -0.024, -0.158], [-0.264, -0.194, 0.172], [-0.030, 0.024, -0.064], [0.139, 0.321, -0.015], [0.054, 0.004, 0.208], [0.007, 0.042, -0.021], [-0.455, 0.171, 0.518], [0.162, -0.088, -0.031], [-0.002, -0.012, -0.054], [-0.091, -0.063, -0.119], [-0.010, -0.080, -0.209], [-0.133, -0.431, -0.140], [0.318, 0.263, 0.144], [0.056, 0.037, -0.099], [0.029, 0.019, -0.097], [-0.025, 0.388, -0.201], [0.037, 0.008, -0.316], [-0.099, -0.005, 0.008], [-0.164, -0.030, 0.070], [0.063, -0.373, -0.108], [0.279, -0.009, 0.338], [-0.080, -0.044, 0.076], [0.070, -0.069, -0.085], [0.256, 0.110, 0.273], [-0.130, -0.011, 0.018], [-0.046, -0.003, 0.245], [0.046, 0.021, -0.061], [0.103, 0.199, 0.059], [-0.083, -0.035, -0.063], [-0.059, 0.057, -0.368], [-0.050, -0.323, -0.381], [-0.186, -0.006, -0.219], [0.028, -0.003, -0.127], [-0.282, 0.311, 0.082], [0.124, 0.000, -0.045], [0.014, 0.007, 0.097], [0.069, -0.054, 0.066], [-0.004, 0.022, 0.084], [0.011, -0.039, -0.019], [0.011, 0.076, -0.087], [0.063, -0.007, -0.390], [-0.006, -0.031, -0.061], [-0.398, 0.077, 0.618], [0.101, -0.251, -0.032]], "lowdin_charge": [0.12, -0.24, -0.06, 0.13, 0.10, -0.41, 0.13, -0.06, 0.01, 0.10, -0.46, 0.13, 0.12, 0.17, -0.12, -0.13, -0.19, 0.15, 0.12, -0.19, -0.07, 0.09, 0.00, -0.13, -0.01, 0.13, 0.08, -0.13, 0.13, -0.08, 0.13, 0.16, 0.08, 0.16, -0.01, -0.27, 0.15, -0.19, 0.12, 0.10, 0.13, 0.13, 0.10, 0.08, -0.02, 0.12, -0.56, 0.15]}

2.
{"formula": "C4H4N2O3", "method": "ωB97M-V/def2-TZVPD", "smiles": "CNC(=C=O)C(=O)N=O", "relative_energy_ev": 5.280, "spin_multiplicity": 1, "largest_force_ev_per_a": 4.3, "homo_ev": [-8.470, -8.471], "symbols": ["N", "H", "C", "C", "H", "O", "H", "C", "O", "O", "C", "N", "H"], "positions_angstrom": [[0.830, -0.537, -0.028], [2.464, 0.480, -1.141], [-0.418, -0.056, -0.202], [-0.765, 1.262, -0.103], [0.836, -1.609, -0.244], [-0.777, 2.426, -0.274], [2.940, -0.437, 0.470], [2.064, 0.179, -0.111], [-3.391, 0.127, 1.056], [-1.690, -2.104, -0.155], [-1.600, -0.911, -0.035], [-2.516, 0.154, 0.185], [2.024, 1.027, 0.582]], "forces_ev_per_a": [[0.532, -4.150, -0.749], [-0.807, -0.413, 1.331], [-0.321, 0.076, 0.287], [-1.057, 2.039, -0.994], [0.153, 2.759, 0.659], [0.206, -1.922, 0.564], [-2.166, 1.060, -1.763], [3.005, -0.569, 1.202], [1.568, -0.441, -2.220], [-0.208, 0.237, 0.403], [1.291, -0.336, -1.026], [-1.993, 1.318, 2.878], [-0.202, 0.341, -0.573]], "lowdin_charge": [-0.05, 0.10, -0.21, -0.10, 0.19, 0.19, 0.13, -0.12, 0.06, 0.12, -0.41, 0.00, 0.08]}